Here is a molecular structure, C21H10BrIMnN3S4 from the Open Molecules 2025 dataset. Energies are from ωB97M-V/def2-TZVPD.

```
41
Properties=species:S:1:pos:R:3:forces:R:3:lowdin_charge:R:1
S -1.85025 1.83511 -1.57963 0.474 -0.577 -0.031 0.54
N -0.99760 -2.39027 -0.58338 0.332 -1.010 -0.241 -0.10
H 2.79822 -6.06137 -0.50307 0.027 0.411 0.222 0.10
C -3.73741 5.18930 2.89057 -0.445 0.235 0.963 -0.19
C 4.16361 -0.27442 0.08320 0.541 0.077 -0.705 -0.17
H -2.95380 2.70370 3.13455 0.031 -0.405 0.747 0.10
H 1.70462 -1.87968 -0.00618 -0.152 -0.006 0.077 0.07
C -2.45938 4.09846 -0.35157 0.773 -0.079 -0.552 -0.10
S -1.95491 -4.79497 -0.89041 0.052 0.439 -0.383 1.00
C -2.88054 4.93353 0.65270 -0.561 0.685 -0.164 -0.20
C -2.09732 2.77381 -0.12769 -0.807 0.058 0.223 -0.68
H 0.73829 0.84935 -1.29149 0.471 -0.081 0.412 0.03
H 3.43775 -3.63883 -0.08908 0.753 0.045 0.095 0.08
C 1.42222 -2.90523 -0.18701 0.760 -1.907 -0.523 0.01
H 1.18217 1.15339 1.11236 1.360 -0.512 -0.717 0.11
H -2.34920 4.41774 -1.37644 -0.298 0.409 -0.025 0.10
C 0.72675 -5.65051 -0.64186 0.533 2.055 0.353 -0.09
C 3.85367 -0.44227 -1.25787 -0.583 0.198 -0.487 -0.78
C -2.72136 3.09853 2.17889 0.269 0.398 -0.141 -0.09
C -2.99769 4.41943 1.94146 -0.864 0.503 -0.108 -0.21
H 5.16755 -0.53793 0.38418 -0.071 -0.102 0.268 0.09
C 2.06175 -5.25601 -0.45312 -0.252 -0.711 -0.190 -0.11
S -1.84895 0.66011 1.65592 0.286 -1.003 0.207 0.55
N -3.84828 7.24891 -0.01746 0.032 -0.301 0.261 0.15
Br 5.21249 -1.01317 -2.40560 0.458 -0.399 -0.265 0.71
S -3.59648 -2.19217 -1.06736 0.407 -0.116 -0.024 0.49
C 2.59567 -0.10685 -1.76088 0.243 0.404 0.495 -0.76
H 0.48192 -6.68102 -0.61337 -0.341 -0.751 -0.401 0.09
I 1.99017 -0.47065 -3.74417 0.093 0.110 0.524 0.86
C -2.12156 -3.04264 -0.86578 0.098 0.538 0.551 -1.16
C -2.22702 2.26720 1.18787 0.251 0.156 -0.427 -0.72
C -3.44295 6.23041 0.33999 0.522 0.076 -0.449 -0.18
C 0.10186 -3.28293 -0.47012 -0.067 1.041 -0.286 -0.29
Mn -1.84745 -0.31549 -0.50977 -0.215 -0.533 -0.087 0.35
C 1.71263 0.53200 -0.88246 -0.666 -0.003 -0.550 -0.19
N -4.40326 5.75034 3.65014 0.474 -0.203 -0.381 0.15
C 2.01283 0.73272 0.46265 -0.727 0.103 0.352 -0.07
C -0.22779 -4.62713 -0.71501 0.246 -0.721 0.747 -0.48
C 3.26238 0.30289 0.93540 -0.912 -0.055 1.482 -0.09
H 3.50879 0.29911 2.01718 -0.259 0.378 -0.824 0.12
C 2.42789 -3.93248 -0.23626 -2.265 1.155 -0.016 -0.07
```
Forces are in eV/Å.

Summary:
Total charge ... -1
2S+1 ... 6
<S²> ... 8.758
Orbital gap (alpha / beta) ... 0.25101 / 0.26020 hartree
E_HOMO (alpha / beta) ... -4.92 / -5.17 eV


Here is a molecular structure, C21H10BrIMnN3S4 from the Open Molecules 2025 dataset. Energies are from ωB97M-V/def2-TZVPD.

```
41
Properties=species:S:1:pos:R:3:forces:R:3:lowdin_charge:R:1
C -1.81788 1.68269 3.91800 -0.030 0.124 -1.041 -0.08
S 2.32919 0.52032 -3.66343 0.328 0.051 0.085 0.51
C -1.79070 1.40840 2.53617 -1.000 -0.627 0.813 -0.09
H 1.52556 -3.51780 3.81263 0.463 0.109 -0.630 0.10
C -2.75199 -2.49180 -4.69974 3.080 1.234 0.339 -0.20
H 2.18200 -2.24625 -0.24415 0.031 0.648 0.655 0.13
H 1.86847 -4.05088 1.33006 0.296 0.789 0.289 0.11
N -0.31161 -3.61567 -7.26686 0.025 1.036 1.068 0.13
C 0.88505 -0.44263 -3.82611 -0.553 -1.131 -0.273 -0.71
C 2.06022 -0.42075 2.67235 -0.451 0.524 -0.447 -0.47
H -2.07570 2.10264 0.55661 0.729 0.491 0.482 0.09
C -1.71974 2.99739 4.33924 -0.381 0.570 -1.009 -0.14
C -1.47466 -1.02473 -3.31867 1.150 0.266 -0.916 -0.08
H 1.75057 -1.64376 -5.39585 0.370 0.043 -0.245 0.10
C -1.81895 2.40628 1.58762 -0.074 -0.750 -0.557 -0.18
C 2.14255 -1.98018 0.83075 -0.203 -0.037 -1.496 -0.03
C 1.84025 -2.74946 3.08818 -1.020 -0.058 0.294 -0.11
C 2.11613 1.57299 1.22871 -0.155 -0.311 -1.249 -1.16
H -2.40695 -0.83068 -2.79638 0.359 0.011 0.092 0.11
C 1.98558 -3.01396 1.70260 -0.288 -0.937 1.385 -0.10
I -1.44186 5.17163 0.56730 -0.095 0.323 -0.636 0.90
C -0.28704 -0.30617 -3.04013 -0.895 0.666 0.428 -0.67
H -1.96386 0.39769 2.17391 0.172 0.035 0.231 0.11
C -1.66349 4.01330 3.37285 0.454 -0.577 -0.923 -0.73
C 2.12438 -0.65255 1.28719 0.521 -1.671 0.704 -0.34
S 2.09335 1.30271 2.91863 -0.190 0.076 0.768 1.03
S -0.48631 0.89208 -1.76402 -0.187 -0.138 -0.039 0.53
C -0.29884 -2.93194 -6.32625 -0.074 -1.278 -0.276 -0.18
Br -1.61253 5.82786 3.88032 0.051 0.013 0.564 0.67
C -0.26962 -2.17265 -5.08724 -0.995 0.380 -1.370 -0.21
N 2.17690 0.44245 0.51451 0.177 1.562 -0.332 -0.11
H -2.08294 0.90080 4.61433 0.465 -0.129 0.128 0.10
H -1.79711 3.28201 5.36545 0.031 0.022 0.516 0.09
Mn 1.79771 1.23512 -1.48165 0.220 0.467 0.643 0.33
C -1.66017 3.71363 1.98739 -0.192 0.458 1.339 -0.80
H 1.54864 -1.25392 4.61624 0.289 0.017 -0.388 0.11
N -3.82622 -2.83163 -4.75910 -2.738 -1.119 -0.409 0.15
C -1.47374 -1.86997 -4.40937 -0.374 -1.084 0.178 -0.20
C 1.80086 -1.44229 3.56778 0.417 -0.675 0.211 -0.11
C 0.86912 -1.45304 -4.82053 -0.035 0.782 1.051 -0.08
S 1.93534 3.07274 0.43066 0.299 -0.177 -0.027 0.48
```
Forces are in eV/Å.

Summary:
Total charge ... -1
2S+1 ... 6
<S²> ... 8.759
Orbital gap (alpha / beta) ... 0.25396 / 0.26462 hartree
E_HOMO (alpha / beta) ... -4.83 / -5.13 eV


Here is a molecular structure, C21H10F5FeN2O5SSe from the Open Molecules 2025 dataset. Energies are from ωB97M-V/def2-TZVPD.

```
46
Properties=species:S:1:pos:R:3:forces:R:3:lowdin_charge:R:1
H -3.52775 6.17940 4.82482 0.004 0.002 0.032 0.06
O 1.26966 -2.73468 -3.44126 0.728 0.343 -0.219 -0.07
H -0.78113 5.03830 0.50127 0.029 -0.013 0.024 0.11
F 5.97193 2.07016 -0.03109 -0.168 -0.200 0.002 0.14
C -0.25960 0.60685 -0.64547 -0.440 0.645 0.189 -0.08
C -1.96244 1.39492 0.94690 -0.105 0.000 0.080 -0.02
C 3.56640 -0.42962 -0.97023 0.079 0.150 0.190 -0.19
C -2.36724 4.47168 4.16854 -0.021 0.165 -0.006 -0.74
F 4.57845 1.28772 -2.23223 -0.025 -0.051 0.121 0.14
C 3.37532 -1.12240 0.20899 0.087 0.029 -0.228 -0.48
H -2.29786 0.37272 1.06107 0.011 0.008 0.025 0.11
C 4.96104 0.36932 1.24291 0.040 -0.005 0.145 -0.13
N -1.48338 -3.42506 -0.81256 0.014 0.118 0.224 0.07
F 2.84275 -0.79507 -2.09139 0.713 0.288 0.040 0.00
C -2.48068 -5.48582 -3.62231 0.128 0.016 -0.084 -0.49
C -2.11895 3.71743 1.53002 0.084 -0.035 0.091 -0.53
Fe 1.21410 -1.83586 -1.75976 -1.560 -1.625 0.388 0.41
O -1.81326 -5.79103 -4.72535 -0.092 0.032 0.072 0.14
H -3.25798 -4.59866 -0.96279 0.033 0.002 0.047 0.15
C 4.08122 -0.69772 1.31865 0.105 0.043 0.096 -0.24
C 4.42520 0.64088 -1.07923 -0.053 0.076 -0.342 -0.13
C -1.10935 4.01444 0.62327 0.054 -0.073 -0.053 -0.09
Se 2.18390 -2.58284 0.24336 -0.703 0.285 -0.457 0.92
C -0.61169 -3.84353 -2.70204 -0.261 -0.328 0.020 -0.12
C -2.33828 -4.26807 -1.41460 0.027 0.086 0.008 0.03
C 0.28762 -0.28182 -1.25821 0.289 -0.821 0.387 -0.06
O -3.57660 -5.91708 -3.37935 -0.044 -0.057 0.001 0.11
O 0.46872 -4.39989 -4.71264 0.085 0.062 -0.138 0.11
C 5.13080 1.03777 0.04392 0.226 0.243 -0.014 -0.12
C -1.81026 -4.57148 -2.65076 -0.034 -0.072 -0.018 -0.03
H -0.93508 -5.33230 -4.77891 0.000 -0.012 0.017 0.07
H -3.36412 2.18190 2.36401 0.035 0.003 0.021 0.11
O -1.77626 3.45757 4.39951 0.013 -0.091 0.058 0.04
H -1.55217 -3.00750 0.10232 0.028 0.034 -0.059 0.17
C -2.81310 5.46031 5.22109 0.042 -0.059 -0.065 -0.07
N -0.42738 -3.16674 -1.58659 0.647 0.873 -0.004 0.02
H -1.93352 5.99278 5.58464 0.011 0.005 -0.028 0.09
C -0.51521 2.99817 -0.10886 0.031 0.139 -0.002 -0.02
C -2.55957 2.40733 1.67744 0.003 -0.073 -0.097 -0.08
F 3.92206 -1.31736 2.48929 0.048 0.026 -0.105 0.10
S -2.80875 5.01431 2.51453 -0.135 0.041 -0.049 1.02
H 0.28228 3.22029 -0.80534 -0.010 0.012 0.005 0.12
C -0.92293 1.67695 0.06089 0.215 -0.249 -0.209 -0.25
F 5.64523 0.75856 2.31488 -0.076 -0.026 -0.078 0.14
H -3.24529 4.91640 6.05887 -0.021 -0.022 -0.016 0.09
C 0.44320 -3.68163 -3.73020 -0.062 0.088 -0.013 -0.52
```
Forces are in eV/Å.

Summary:
2S+1 ... 2
<S²> ... 0.820
Orbital gap (alpha / beta) ... 0.23785 / 0.27212 hartree
E_HOMO (alpha / beta) ... -8.94 / -9.00 eV


Here is a molecular structure, C21H11F5N4ORhSSe from the Open Molecules 2025 dataset. Energies are from ωB97M-V/def2-TZVPD.

```
45
Properties=species:S:1:pos:R:3:forces:R:3:lowdin_charge:R:1
H 4.89020 -1.26437 3.23176 -0.027 -0.002 -0.021 0.12
N -2.28532 -0.10973 -1.79699 -0.415 -0.145 0.061 0.05
H -5.37757 1.18135 -2.09886 0.098 -0.001 -0.011 0.12
F 1.78178 2.45816 -5.48358 0.005 -0.017 0.094 0.14
C 3.49269 -1.43884 1.60145 0.114 -0.020 0.100 -0.06
N -1.71619 -2.22577 -1.09064 -0.597 -0.365 -0.064 -0.32
H -3.08456 0.33471 2.75525 0.015 -0.014 0.004 0.09
H -2.83007 -1.04820 1.68752 0.000 -0.016 -0.010 0.08
F 4.36614 2.49632 -4.65986 -0.069 -0.008 0.067 0.14
Se -2.57629 -3.68390 -0.53199 0.288 -0.522 0.240 1.21
Rh -0.33055 -0.57150 -0.55613 1.174 0.587 0.419 0.91
C 1.35596 1.54825 -1.99137 -0.341 -0.255 0.480 -0.29
C -2.42757 -0.07961 1.99415 0.053 -0.030 0.036 -0.01
C 3.86222 -1.13766 2.92020 0.014 -0.024 -0.084 -0.04
N -0.08875 -0.61360 1.65384 0.135 0.094 -0.027 0.04
C -5.04534 -0.81071 -1.47315 0.004 -0.200 0.085 0.03
C -3.24907 0.73497 -2.01682 -0.064 0.137 -0.127 -0.07
C 3.39651 2.19685 -3.79923 0.242 0.060 -0.243 -0.14
H 0.80246 0.06020 5.34257 -0.004 -0.012 -0.055 0.13
C 2.69107 1.57283 -1.60551 0.279 -0.067 0.221 -0.16
H -1.52741 0.28400 4.54071 0.045 -0.017 -0.054 0.12
C 0.55143 -0.13594 4.30575 0.097 0.013 0.128 0.03
C 2.18840 -1.26358 1.16410 -0.166 -0.031 -0.036 -0.58
C 1.19789 -0.78346 2.08164 -0.116 -0.065 -0.086 -0.21
F 3.01148 1.27131 -0.33664 -0.013 0.068 -0.025 0.09
C 3.70109 1.89385 -2.48820 0.202 -0.002 0.149 -0.14
C -1.02860 -0.24378 2.51125 -0.023 0.027 -0.074 -0.28
F 4.96995 1.90717 -2.08229 -0.040 -0.011 0.015 0.13
C 1.08347 1.85890 -3.32098 -0.397 0.056 -0.222 -0.14
C 2.91845 -0.70276 3.81001 -0.042 0.022 0.078 0.02
C -0.73265 -0.01003 3.86715 -0.086 0.027 0.025 0.01
S 1.76356 -1.63790 -0.44827 0.274 -0.067 -0.062 0.85
C -4.64540 0.41484 -1.87833 0.042 0.255 -0.101 -0.02
C -2.66469 -1.35750 -1.39170 -0.479 0.124 -0.248 -0.50
H -6.09031 -1.06416 -1.34697 0.060 -0.041 -0.003 0.13
N -4.18164 -2.99376 -0.72146 0.063 0.032 -0.105 -0.20
O 0.37971 1.24665 -1.14402 -0.146 -0.046 -0.238 -0.21
H 3.18880 -0.49016 4.83870 -0.034 -0.007 -0.064 0.13
F -0.18774 1.83446 -3.74738 0.092 -0.009 0.064 0.11
C -4.02176 -1.77388 -1.19242 -0.102 0.328 -0.108 -0.38
H -2.43824 0.58646 1.13141 0.006 0.044 -0.053 0.08
C 2.07931 2.17657 -4.21619 -0.056 0.064 -0.280 -0.14
C 1.56624 -0.53410 3.41074 0.025 0.020 0.095 -0.14
H 4.23111 -1.80947 0.90141 -0.026 0.016 0.013 0.12
H -2.94022 1.72650 -2.33063 -0.086 0.019 0.029 0.13
```
Forces are in eV/Å.

Summary:
Total charge ... +1
2S+1 ... 5
<S²> ... 6.048
Orbital gap (alpha / beta) ... 0.21750 / 0.19615 hartree
E_HOMO (alpha / beta) ... -10.61 / -10.89 eV


ΔE to the lowest compared entry with this formula, charge and spin
In order: 0.0; 39.8; 0.0; 38.0
Unit: kJ/mol
F_max
In order: 0.049; 0.065; 0.044; 0.027
Unit: Eh/bohr
E_tot
In order: -6586.17586; -6586.16072; -5854.54580; -4510.29514
Unit: hartree